Density functional theory data (ωB97M-V/def2-TZVPD) for a cluster of 6 separate species, C55H74Cl2F7N2O5PS2 in total.

Results
Spin multiplicity ... 1
HOMO level ... -8.71 eV
Energy relative to the best compared isomer or geometry (same formula, charge and spin) ... 0.0 kcal/mol
Energy ... -5382.96018 Eh
LUMO ... 0.2 eV

```
148
Properties=species:S:1:pos:R:3:forces:R:3:mulliken_charge:R:1
C 5.396511 2.999732 1.221908 0.17 -0.11 -0.09 0.110
C 6.636797 2.102341 1.026800 -0.39 0.50 -0.40 -1.049
C 6.736104 1.638813 -0.426168 0.44 -0.26 0.32 1.557
C 7.755767 0.511710 -0.690697 -0.07 0.47 0.00 -1.119
C 8.652535 0.741840 -1.913902 -0.28 -0.47 -0.26 -0.689
C 7.964948 0.283832 -3.202918 -0.23 -0.17 0.07 -1.341
C 6.785533 1.147932 -3.626914 -0.12 0.42 -0.10 0.772
C 7.131620 2.594879 -4.043509 -0.09 -0.25 -0.11 -1.046
C 6.221533 3.673952 -3.469443 0.04 0.34 -0.50 -0.731
C 4.734589 3.466933 -3.737685 0.14 -0.43 0.54 -0.055
C 3.907741 4.269415 -2.746694 -0.36 0.49 -0.27 -0.311
C 2.389826 4.175562 -2.930817 0.31 -0.11 -0.08 -1.328
C 1.849336 2.737454 -2.800923 0.05 0.58 0.18 -1.112
C 1.072522 2.449890 -1.490082 0.10 -0.01 -0.38 1.383
C 2.104190 2.783401 -0.365902 -0.27 0.03 -0.19 0.970
C 2.016890 2.346109 1.065121 -0.16 1.07 -0.23 -0.369
O 1.838173 3.077222 1.980082 -0.25 0.30 0.13 -0.631
F 2.362081 1.106985 1.281626 0.26 -1.37 0.09 -0.166
N 0.032146 3.500545 -1.420452 0.35 -0.55 0.43 0.344
F -0.570615 3.782804 -2.628430 -0.01 0.04 -0.11 -0.285
S -0.729574 4.172649 -0.110307 -1.26 0.71 0.33 1.148
C 0.348982 5.473708 0.442992 0.07 0.23 0.03 -0.970
O -0.845501 3.213211 0.940378 0.42 -0.12 -0.17 -0.512
O -1.906747 4.822968 -0.613731 0.46 -0.18 -0.10 -0.698
C 0.507405 0.978001 -1.531443 0.38 -0.23 -0.35 1.263
C -0.555003 0.761347 -2.656039 -0.30 0.17 0.21 -3.110
C -2.048158 0.685505 -2.327320 -0.14 -0.21 -0.46 3.385
C -2.826951 0.577462 -3.634805 0.12 -0.29 0.15 -1.763
Cl -2.686415 2.069436 -1.412730 -0.19 -0.17 0.03 -0.198
O 0.002818 0.652641 -0.257774 -0.01 0.17 0.10 0.234
C -0.390564 -0.690632 0.022627 -0.57 0.51 0.22 -0.401
S 0.940870 -1.650213 0.779777 0.32 -0.22 -0.20 -0.066
C -1.643802 -0.638218 0.894416 0.61 -0.65 0.46 -0.346
C -2.224048 -2.029855 1.152402 -0.68 0.04 0.12 -0.668
C -2.575281 -2.806092 -0.113190 0.76 -0.20 -0.49 -0.519
N -1.566012 -3.843657 -0.414252 -0.18 -0.02 -0.07 -0.749
P 1.732174 -0.444700 -2.061057 -0.28 -0.12 0.27 -0.082
O 1.912283 -0.037811 -3.641875 0.28 0.14 -0.12 -0.455
Cl 3.651793 0.001176 -1.383273 -0.02 0.04 0.04 -0.178
H 4.716548 2.890327 0.375268 -0.01 -0.07 0.05 -0.400
H 5.674838 4.050883 1.251617 -0.03 0.11 0.09 0.484
H 4.849544 2.761578 2.129204 -0.03 0.06 0.13 -0.150
H 7.509013 2.721579 1.229882 0.27 -0.30 0.34 0.265
H 6.609395 1.255165 1.706595 0.08 -0.10 0.09 0.460
H 7.045465 2.497465 -1.017644 -0.26 0.14 -0.15 -0.305
H 5.743142 1.322267 -0.740495 0.02 0.13 -0.16 -0.770
H 8.389214 0.386565 0.186657 0.00 -0.03 0.14 0.496
H 7.203796 -0.416316 -0.837921 0.10 -0.23 0.13 0.300
H 9.557477 0.146438 -1.794716 0.16 0.08 0.00 0.372
H 8.941121 1.789341 -1.995818 0.14 0.11 0.14 0.380
H 8.661422 0.159441 -4.033245 0.19 0.20 0.00 0.362
H 7.574797 -0.716101 -2.994606 0.03 -0.14 -0.12 0.422
H 6.054403 1.166320 -2.819496 0.00 -0.02 0.07 -0.658
H 6.268631 0.689535 -4.470710 -0.01 -0.24 0.01 0.585
H 7.066831 2.645255 -5.132236 0.09 0.09 -0.09 0.429
H 8.164108 2.843121 -3.799659 0.11 -0.05 0.09 0.486
H 6.527199 4.625575 -3.913201 0.00 0.12 0.10 0.392
H 6.358802 3.787257 -2.395753 0.09 -0.12 0.11 0.324
H 4.460173 3.713919 -4.763582 0.03 0.08 -0.11 0.222
H 4.532951 2.401855 -3.603084 -0.18 -0.05 -0.09 0.081
H 4.169681 4.005034 -1.721806 0.20 -0.12 0.04 -0.333
H 4.185045 5.321012 -2.862963 0.05 0.09 0.10 0.638
H 2.152145 4.560455 -3.921948 -0.10 -0.01 -0.08 0.502
H 1.914913 4.861172 -2.230968 -0.18 -0.02 0.04 0.213
H 1.248583 2.511368 -3.669941 -0.13 -0.16 -0.03 0.938
H 2.701452 2.074924 -2.814199 0.01 -0.28 -0.05 -0.107
H 3.087631 2.504520 -0.728616 -0.04 -0.41 0.04 -1.726
H 2.147237 3.862164 -0.283470 -0.01 0.06 -0.14 0.678
H 1.212874 5.578517 -0.203708 0.03 0.01 -0.01 0.219
H -0.239756 6.381412 0.382843 -0.10 0.09 0.02 0.497
H 0.642343 5.274256 1.466635 0.11 -0.12 0.04 0.322
H -0.364290 -0.192446 -3.153922 -0.04 -0.10 -0.07 1.312
H -0.434931 1.504130 -3.436835 0.14 0.11 -0.05 0.292
H -2.288435 -0.213031 -1.766128 0.15 0.10 0.32 -2.027
H -3.862020 0.313733 -3.433325 -0.14 0.18 0.01 0.391
H -2.777320 1.506383 -4.195362 -0.03 0.07 -0.08 0.425
H -2.407994 -0.235294 -4.229529 0.05 0.01 -0.13 0.417
H -0.648603 -1.230998 -0.887756 0.24 -0.01 -0.23 0.536
H 1.001449 -0.964044 1.922738 -0.09 0.12 0.15 0.082
H -1.347566 -0.212211 1.853707 -0.11 0.29 0.04 0.615
H -2.401974 0.002164 0.451687 0.06 0.17 -0.14 -0.008
H -3.144796 -1.883298 1.709679 0.00 0.05 0.16 -0.334
H -1.596762 -2.641708 1.795108 0.28 -0.02 -0.09 0.707
H -2.632524 -2.107667 -0.959117 -0.35 0.14 0.03 0.200
H -3.541249 -3.295757 -0.045490 -0.09 -0.04 0.16 0.641
H -1.796980 -4.283437 -1.297923 -0.12 -0.03 -0.01 0.124
H -0.665756 -3.409325 -0.580136 0.12 -0.03 0.19 0.277
H 2.668704 -0.524200 -3.992759 -0.07 -0.04 -0.18 0.409
F 4.929174 2.826648 4.781488 0.06 0.05 0.02 -0.355
C 4.077915 1.839885 5.135285 -0.18 -0.17 0.00 0.380
C 2.807134 1.837952 4.596713 0.04 0.22 0.01 -0.350
C 1.938672 0.816625 4.951588 0.11 -0.05 0.05 -0.392
C 2.345710 -0.173302 5.835464 -0.03 -0.05 0.00 -0.705
C 3.629090 -0.145537 6.363602 -0.05 0.01 -0.03 -0.321
C 4.510820 0.865940 6.011240 0.13 0.00 0.05 -0.590
H 2.509842 2.620162 3.910845 0.05 -0.13 0.13 0.626
H 0.941894 0.795425 4.532673 -0.05 0.04 -0.02 0.536
H 1.663820 -0.966260 6.110519 -0.01 -0.02 0.02 0.395
H 3.948139 -0.914939 7.053483 0.01 -0.02 0.01 0.373
H 5.517762 0.903935 6.404093 0.00 0.01 0.01 0.434
F -1.171636 -4.259045 -3.718833 -0.01 0.01 0.02 -0.296
C -0.259503 -5.229744 -3.957424 0.08 -0.06 -0.02 0.635
C 0.423038 -5.216627 -5.155931 -0.01 0.08 -0.09 -0.587
C 1.357833 -6.213275 -5.395841 0.00 -0.03 0.05 -0.302
C 1.589789 -7.199859 -4.447656 0.02 -0.01 0.00 -0.588
C 0.886663 -7.189315 -3.250940 0.04 0.02 -0.08 -0.410
C -0.045724 -6.194963 -2.995352 -0.10 0.01 0.13 -0.369
H 0.220352 -4.441608 -5.882726 -0.01 0.01 0.01 0.421
H 1.905704 -6.218111 -6.328269 0.00 0.00 -0.02 0.368
H 2.317640 -7.975668 -4.641465 0.01 -0.01 0.00 0.374
H 1.063091 -7.957235 -2.510514 0.00 0.00 0.02 0.377
H -0.598815 -6.166261 -2.065478 0.00 0.01 0.00 0.396
F -4.477998 -2.466646 4.319140 -0.03 -0.01 -0.01 -0.371
C -5.066210 -1.295872 4.644839 -0.08 0.23 0.06 0.166
C -6.322104 -1.308123 5.216664 0.00 -0.19 0.02 -0.358
C -6.919067 -0.102032 5.551289 0.04 0.06 -0.04 -0.425
C -6.263178 1.095167 5.304859 -0.01 0.03 0.00 -0.496
C -5.001887 1.084113 4.725440 -0.04 -0.01 0.03 -0.501
C -4.392987 -0.117375 4.396453 0.21 -0.02 -0.15 -0.283
H -6.822182 -2.246493 5.398002 0.02 -0.03 0.06 0.607
H -7.901448 -0.102808 6.003802 -0.02 -0.02 -0.01 0.415
H -6.733538 2.034333 5.562315 0.00 0.01 0.00 0.393
H -4.487042 2.014036 4.525867 0.02 0.01 0.00 0.414
H -3.409237 -0.148383 3.946136 -0.01 0.00 -0.01 0.441
F -9.069793 -2.952588 5.306497 -0.03 -0.01 -0.01 -0.289
C -8.932343 -4.126762 4.651443 -0.01 -0.10 -0.08 0.401
C -9.759504 -5.175986 4.995107 -0.08 -0.01 0.08 -0.607
C -9.620435 -6.378842 4.318696 0.04 0.02 -0.03 -0.309
C -8.663575 -6.517440 3.323111 0.00 -0.02 -0.02 -0.597
C -7.841984 -5.447049 2.999434 -0.05 -0.04 0.03 -0.535
C -7.973680 -4.236344 3.663690 0.05 0.11 -0.05 -0.006
H -10.495044 -5.046856 5.777333 0.00 0.02 0.00 0.427
H -10.263659 -7.210604 4.571596 -0.01 -0.01 0.02 0.358
H -8.558066 -7.458655 2.801340 0.00 -0.01 -0.01 0.375
H -7.091692 -5.551930 2.227611 0.01 0.01 -0.01 0.400
H -7.344006 -3.391125 3.420414 0.00 0.01 0.03 0.392
F -5.017478 -1.286380 0.767708 -0.04 -0.02 0.01 0.056
C -6.100967 -0.702074 0.220676 -0.37 0.09 -0.09 0.024
C -5.919579 0.343271 -0.658708 0.30 -0.04 -0.07 0.019
C -7.034787 0.946330 -1.219352 -0.06 -0.04 0.02 -0.500
C -8.307942 0.500541 -0.891590 -0.02 0.00 -0.01 -0.569
C -8.464570 -0.557630 -0.006272 0.03 0.06 -0.05 -0.576
C -7.355057 -1.171502 0.555634 0.01 -0.10 0.12 -0.523
H -4.910888 0.658550 -0.897136 -0.08 0.10 0.03 0.440
H -6.905888 1.765383 -1.914037 0.02 0.02 0.00 0.436
H -9.176517 0.974528 -1.327946 -0.01 0.01 0.00 0.380
H -9.454859 -0.908406 0.250620 -0.01 -0.02 0.01 0.388
H -7.455675 -2.000743 1.243413 0.01 0.01 0.02 0.464
```
Forces are in eV/Å.

Density functional theory data (ωB97M-V/def2-TZVPD) for the molecule C6H7Cl2N3O4.

Results
Spin multiplicity ... 1
HOMO level ... -9.81 eV
Energy relative to the best compared isomer or geometry (same formula, charge and spin) ... 0.0 kcal/mol
Energy ... -1618.39188 Eh
LUMO ... 0.3 eV

```
22
Properties=species:S:1:pos:R:3:forces:R:3:mulliken_charge:R:1
C -1.443884 -0.286732 1.369245 4.22 0.91 -0.06 -1.606
C -0.901383 0.611870 0.226242 3.24 -2.73 2.81 0.512
O -0.755707 1.854985 0.690292 1.48 3.77 -1.62 -0.588
N -1.723821 0.518048 -0.863363 -2.80 4.00 -1.51 -0.068
C -1.642970 -0.282774 -1.907283 -0.16 -3.09 -0.66 0.265
O -2.365366 -0.347119 -2.873181 0.31 0.60 0.19 -0.612
N -0.718826 -1.351121 -1.638433 -0.13 0.31 -0.10 -0.026
C 0.396779 -1.356388 -0.886128 0.99 1.24 0.16 0.210
O 1.116678 -2.310289 -0.769218 0.13 -0.49 0.16 -0.613
C 0.693579 0.012618 -0.290205 -3.26 0.81 0.50 0.826
Cl 1.117949 1.142477 -1.562506 0.15 0.22 -0.67 -0.120
C 1.696474 0.053833 0.770954 0.58 -1.59 1.08 0.047
Cl 1.543083 -1.124452 2.076895 0.30 0.49 -0.35 -0.176
N 2.721862 0.750862 0.618648 0.43 1.52 -0.68 -0.233
O 3.674661 0.668423 1.550735 2.14 1.25 1.21 -0.440
H -2.324020 -0.039062 1.822409 -2.87 0.64 0.17 0.466
H -0.755531 -0.320459 2.225098 0.01 0.47 -0.39 0.344
H -1.300823 -1.229295 0.959401 -0.92 -2.22 -0.42 0.429
H -0.239281 2.459091 -0.008935 -1.51 -1.94 1.97 0.489
H -2.302792 1.391179 -0.953467 0.59 -1.48 -0.29 0.281
H -0.833803 -2.261082 -2.005556 -0.80 -0.69 -1.16 0.229
H 4.347142 1.445386 1.448357 -2.12 -1.99 -0.35 0.384
```
Forces are in eV/Å.

> Which of these has the highest energy?

C6H7Cl2N3O4